Computed, not measured: C31H23Cl2GeSSe2TcTe2 as an isolated structure, with wB97M-V/def2-TZVPD.

Geometry as XYZ:
```
63
Properties=species:S:1:pos:R:3:forces:R:3:lowdin_spin:R:1
C 0.076 2.426 -3.863 -0.004 0.010 0.001 0.000
H -0.243 4.096 -5.175 -0.006 0.000 -0.005 0.000
H -5.379 -3.745 -1.762 0.000 -0.001 -0.003 0.000
C -2.864 0.414 -2.713 -0.009 -0.027 -0.016 0.000
H -5.063 2.161 4.716 -0.005 0.002 0.006 0.000
H -3.200 0.766 -4.804 -0.003 0.002 -0.001 0.000
H 0.214 1.699 -4.652 -0.012 -0.005 -0.001 0.000
C -0.178 3.756 -4.150 0.015 0.016 0.016 0.000
Cl 0.457 0.301 -2.314 0.026 0.055 -0.076 0.007
C -3.249 1.183 -3.804 0.002 -0.022 -0.001 0.000
H -5.910 0.116 3.599 -0.005 -0.002 0.000 0.000
C 0.614 -4.334 0.473 -0.038 0.033 -0.001 0.001
H -3.030 -4.872 1.640 0.007 0.007 0.013 0.000
C -0.613 -3.717 -1.513 -0.028 -0.009 0.015 0.000
C -3.099 -1.900 -0.025 -0.044 -0.012 -0.011 0.001
H -2.977 3.222 3.890 0.003 0.003 0.000 0.000
H -1.436 -5.330 -2.654 0.000 0.001 0.001 0.000
H 0.741 -6.431 0.869 -0.005 -0.007 -0.002 0.000
C -0.851 -5.053 -1.785 -0.014 -0.004 0.007 0.000
C -0.368 4.638 -3.097 0.006 -0.009 -0.011 0.000
C -3.366 2.334 3.405 -0.017 -0.003 0.014 0.002
H -3.945 3.107 -4.465 -0.001 0.004 -0.002 0.000
C -4.062 -2.239 -0.975 -0.002 0.019 0.019 0.000
Ge -2.167 -0.139 0.119 0.094 -0.147 0.093 0.007
C 0.147 2.012 -2.547 0.002 -0.034 -0.013 0.001
Se 0.385 -0.161 2.580 0.101 -0.033 0.446 0.468
H -4.013 4.042 -2.169 0.002 0.004 0.000 0.000
C 0.323 -1.947 -0.092 -0.192 0.262 0.273 0.000
C -4.637 -3.507 -1.006 -0.019 0.001 -0.010 0.000
C -5.006 0.598 3.242 -0.010 -0.012 -0.011 0.002
Se 2.944 0.115 -0.086 0.216 -0.004 0.059 0.367
C -3.334 2.230 -1.245 -0.005 -0.011 0.025 0.000
H -4.705 -0.839 1.692 0.004 -0.016 -0.002 0.000
Tc 0.381 -0.249 0.154 -0.311 -0.235 -0.464 0.150
C -3.330 -4.137 0.902 0.007 -0.005 -0.025 0.000
H -2.007 -2.647 1.673 -0.048 -0.046 -0.049 0.006
C -3.707 3.014 -2.330 -0.009 0.009 -0.027 0.000
H -0.563 -7.079 -1.132 0.001 -0.001 0.003 0.000
H 1.158 -4.033 1.358 0.000 0.004 0.020 0.003
C -4.271 -4.462 -0.068 0.006 -0.014 -0.001 0.000
H -2.506 -0.596 -2.888 -0.007 -0.001 0.008 0.000
C -2.681 1.785 2.329 0.002 -0.031 0.014 0.007
H -4.383 -1.501 -1.702 0.001 0.009 -0.026 0.000
H -1.015 -2.943 -2.155 0.005 0.000 0.011 0.000
C -3.668 2.493 -3.615 -0.007 0.002 0.018 0.000
C -2.753 -2.877 0.915 0.023 0.048 -0.041 0.003
C -2.901 0.914 -1.409 0.045 -0.007 -0.016 0.001
C 0.367 -5.669 0.196 0.010 -0.016 0.025 0.000
C -0.365 -6.033 -0.928 0.015 0.015 0.002 0.000
C -0.011 2.853 -1.434 0.007 0.034 0.005 0.001
C 0.115 -3.346 -0.378 0.097 0.026 -0.164 -0.002
H -1.768 2.258 1.992 -0.014 -0.002 0.006 0.003
C -4.533 1.741 3.868 0.012 0.013 0.003 0.000
C -4.317 0.058 2.162 -0.017 -0.012 -0.029 0.000
H -4.714 -5.451 -0.093 -0.007 -0.006 -0.003 0.000
S 0.118 2.367 0.217 0.038 0.030 -0.088 0.010
H -3.359 2.663 -0.251 0.005 -0.008 0.016 0.000
C -0.289 4.191 -1.793 0.015 -0.007 -0.006 0.000
H -0.588 5.681 -3.278 0.000 0.010 -0.002 0.000
Te 4.020 1.234 1.800 -0.027 0.004 -0.026 0.625
Cl -0.570 5.366 -0.538 -0.005 0.016 0.011 0.000
Te -0.227 -2.184 3.847 0.092 0.021 0.011 0.333
C -3.141 0.635 1.681 0.010 0.087 -0.014 0.003
```
Forces are in eV/Å.

## Properties
ΔE to the lowest compared entry with this formula, charge and spin, kJ/mol: 68.6
Lowest unoccupied orbital energy (spin up / spin down), Eh: 0.1534 / 0.1489
Spin multiplicity: 3
Total charge: -2
E_HOMO (spin up / spin down), Eh: -0.0485 / -0.0525